# 1
Below is C6H4O in the gas phase, with properties calculated with wB97M-V/def2-TZVPD.

Last column: Mulliken charge in e.
Atoms and positions in Å:
C1 2.93803 -0.11445 0.00136  0.1952
C2 1.73481 -0.11501 -0.05294  -0.4623
C3 0.30766 -0.16395 -0.11681  0.2573
C4 -0.54501 0.85613 0.09741  -0.5147
C5 -1.94147 0.46476 0.02326  -0.0533
C6 -2.34216 -0.74553 -0.34168  -0.5301
O1 -0.21226 -1.37956 -0.45997  -0.4207
H1 4.00513 -0.12706 0.04610  0.4169
H2 -0.22746 1.86040 0.35418  0.3739
H3 -2.75636 1.12823 0.31250  0.3725
H4 -0.96092 -1.66395 0.13661  0.3652

Atoms 1-3, force components in eV/Å:
-0.4766 -0.0092 -0.0328
0.5463 0.0361 0.0239
-0.0940 0.1466 0.0277

Orbital gap = 8.8414 eV
Energy relative to the best compared isomer or geometry (same formula, charge and spin) = 448.98 kJ/mol

---

# 2
Below is C6H4O in the gas phase, with properties calculated with wB97M-V/def2-TZVPD.

Last column: Mulliken charge in e.
Atoms and positions in Å:
C1 -1.79626 0.99592 -2.55693  0.1594
C2 -0.94978 1.19916 -1.72152  -0.2070
C3 -0.04206 1.33946 -0.71079  -0.1731
C4 0.58139 1.17504 0.33293  -0.6546
C5 0.41728 -0.22415 0.79650  0.4586
C6 1.21571 -1.11395 1.61534  -0.2953
O1 0.00352 -0.53899 2.09792  -0.3996
H1 -2.55084 0.89187 -3.30152  0.4109
H2 -0.13003 -0.75432 0.01610  0.2301
H3 2.11935 -0.81503 2.12890  0.2552
H4 1.13173 -2.15500 1.30307  0.2153

Atoms 1-3, force components in eV/Å:
0.2596 0.2629 0.1670
-0.2332 0.4745 -0.4853
0.1221 0.9519 -0.0415

SMILES string = C#CC#C[C@H]1CO1
Orbital gap = 8.9290 eV
Energy relative to the best compared isomer or geometry (same formula, charge and spin) = 488.41 kJ/mol

---

# 3
Below is C6H4S in the gas phase at a distorted geometry, with properties calculated with wB97M-V/def2-TZVPD.

Last column: Mulliken charge in e.
Atoms and positions in Å:
C1 -0.66913 1.28213 2.11183  0.2066
C2 -0.44709 0.84766 1.02831  -0.8759
C3 -0.21703 0.30740 -0.32973  0.4677
C4 1.20105 -0.09275 -0.48869  -0.8186
C5 2.28852 -0.49756 -0.80649  0.1343
C6 -1.04555 -0.93378 -0.67297  -0.3338
S1 -2.13008 -0.90287 -1.84501  -0.2155
H1 -0.79036 1.60457 3.16791  0.4006
H2 -0.57831 1.06117 -1.08241  0.3131
H3 3.27281 -0.91237 -1.06975  0.3915
H4 -0.88484 -1.76359 -0.01301  0.3299

Atoms 1-3, force components in eV/Å:
-0.1790 0.6377 2.5768
-0.1316 -0.6896 -1.2767
0.0126 0.4154 -0.2617

SMILES string = C#CC(C#C)C=S
Orbital gap = 8.6232 eV
Energy relative to the best compared isomer or geometry (same formula, charge and spin) = 145.92 kJ/mol

---

Look up the orbital gap of the first one. 8.8414 eV

---

Copy entry 1 word for word.
Below is C6H4O in the gas phase, with properties calculated with wB97M-V/def2-TZVPD.

Last column: Mulliken charge in e.
Atoms and positions in Å:
C1 2.93803 -0.11445 0.00136  0.1952
C2 1.73481 -0.11501 -0.05294  -0.4623
C3 0.30766 -0.16395 -0.11681  0.2573
C4 -0.54501 0.85613 0.09741  -0.5147
C5 -1.94147 0.46476 0.02326  -0.0533
C6 -2.34216 -0.74553 -0.34168  -0.5301
O1 -0.21226 -1.37956 -0.45997  -0.4207
H1 4.00513 -0.12706 0.04610  0.4169
H2 -0.22746 1.86040 0.35418  0.3739
H3 -2.75636 1.12823 0.31250  0.3725
H4 -0.96092 -1.66395 0.13661  0.3652

Atoms 1-3, force components in eV/Å:
-0.4766 -0.0092 -0.0328
0.5463 0.0361 0.0239
-0.0940 0.1466 0.0277

Orbital gap = 8.8414 eV
Energy relative to the best compared isomer or geometry (same formula, charge and spin) = 448.98 kJ/mol

---

Which of these has the highest orbital gap? number 2